C48H128F6N8O16P | ωB97M-V/def2-TZVPD

## Properties
2S+1: 1
E_tot in Eh: -4484.9616
Net charge: +7
HOMO in eV: -14.59
Kohn-Sham gap in eV: 4.7

Last column: Mulliken charge in e.
CARTESIAN COORDINATES (ANGSTROEM)
H -14.72 2.99 6.29  -0.122
H -9.42 0.07 2.29  0.404
H 10.47 -7.69 2.35  0.397
H -0.12 6.04 -14.20  0.419
H 1.80 0.91 6.39  0.443
C 1.23 0.72 7.29  -0.563
H -5.71 -7.23 1.69  0.295
O -2.21 -4.22 -4.71  -0.332
H -4.30 -6.23 9.46  0.338
N -2.08 8.97 0.91  -0.100
C -13.39 4.25 4.31  -0.521
F -3.45 -2.38 1.72  -0.362
O 6.49 -10.11 2.25  -0.287
C 12.05 4.67 -4.09  -0.557
C -10.49 0.12 2.44  -0.408
C 6.55 -7.04 -0.01  -0.716
F -1.81 -1.23 2.89  -0.369
C -5.17 -6.32 1.86  -0.696
H 8.71 -9.61 1.04  0.394
C 13.45 4.08 -4.12  -0.582
C -4.34 -5.49 8.65  -0.760
H -0.64 1.70 6.52  0.375
C 15.63 5.15 -3.93  -0.659
C 1.29 0.59 -9.39  -0.732
H -8.70 2.48 3.64  0.302
O 14.42 5.09 -4.55  -0.311
C 0.34 1.28 12.93  -0.788
H -2.92 -7.37 8.42  0.502
H 7.83 -7.20 2.26  0.368
H -2.53 -6.94 -4.32  0.275
C -2.65 7.54 -2.78  -0.740
N 9.38 -9.42 1.78  -0.186
N 11.44 5.30 -5.40  -0.154
H 7.97 -11.50 2.40  0.440
C -1.05 8.18 -1.14  -0.457
H 2.72 -4.99 -4.47  0.348
H 8.93 4.18 -5.96  0.365
H -2.34 8.68 1.83  0.379
H -1.78 3.76 -15.34  0.338
H 12.02 6.08 -5.70  0.401
H -0.39 -7.83 -3.15  0.378
O 1.01 -4.82 -3.37  -0.384
H -2.37 -5.59 2.34  0.378
H -2.05 -6.28 7.30  0.294
C 8.65 -9.67 3.15  -0.596
O -2.38 7.70 -1.28  -0.428
C -3.30 -4.92 -4.06  -0.452
H 3.86 0.62 7.59  0.317
H 7.53 3.42 -2.64  0.264
O 0.21 1.25 11.47  -0.336
O -1.54 4.67 -13.51  -0.348
C -2.55 -2.99 -5.35  -0.744
C -2.64 -6.18 -3.48  -0.549
C -3.16 -5.87 3.04  -0.592
H -4.92 -5.74 0.98  0.269
O -13.18 3.53 3.26  -0.153
C 3.29 0.45 8.51  -0.808
C -2.10 10.48 0.94  -0.465
C 0.37 5.19 -12.24  -0.759
H -1.06 2.84 8.70  0.400
H 7.96 5.55 -5.38  0.434
H -2.12 0.66 9.13  0.409
H -2.10 6.72 -3.19  0.293
N -3.63 -7.29 5.08  -0.091
O -2.88 12.43 2.11  -0.291
N 0.03 3.93 -11.47  -0.130
H -14.20 4.15 1.48  0.387
C 10.02 5.88 -5.17  -0.739
H 10.22 -7.92 0.62  0.430
H 1.14 1.95 13.16  0.266
N -1.27 -5.95 -2.97  -0.002
H -3.35 14.26 2.71  0.311
H 6.01 -7.55 -0.79  0.244
C 1.12 -6.28 -3.28  -0.638
H -4.06 -7.96 4.42  0.418
H -0.97 3.71 -11.72  0.411
H -10.10 2.56 5.16  0.287
C -3.09 -7.92 6.34  -0.696
C -11.29 0.49 1.28  -0.476
H -12.59 4.42 5.08  0.181
O -4.00 -6.84 2.51  -0.441
N -0.45 1.99 8.72  -0.178
H 11.31 3.97 -3.64  0.375
C 0.02 2.58 -9.42  -0.379
H -4.12 -5.18 -4.76  0.411
H -0.83 9.11 -1.67  0.427
H 8.88 -6.12 1.36  0.472
C 7.72 3.47 -3.72  -0.829
H 3.93 0.87 9.30  0.287
C -2.28 4.46 -14.65  -0.760
H -3.29 -2.41 -4.80  0.341
H -1.59 -2.48 -5.38  0.232
F -0.26 -2.00 1.34  -0.384
H -4.75 13.09 2.85  0.304
H 15.53 5.21 -2.75  0.271
H 7.32 -11.07 3.93  0.460
F -2.07 -3.07 0.18  -0.414
H -0.47 -0.07 9.26  0.283
H -0.93 -5.01 -3.20  0.482
H -5.28 -4.98 8.57  0.265
C 0.14 1.83 7.32  -0.696
H -1.71 -7.08 4.21  0.339
H 3.29 -0.64 8.68  0.307
P -1.89 -2.08 1.51  1.232
H -3.44 13.20 3.93  0.317
H -14.09 2.15 0.28  0.337
C -0.26 -6.82 -3.51  -0.683
H 5.15 -10.69 0.84  0.257
C -1.15 1.14 10.95  -0.489
H 4.46 -10.76 2.42  0.283
C 8.84 4.94 -5.18  -0.407
H -2.04 -8.33 6.20  0.284
H 13.80 3.61 -3.14  0.416
H 6.88 3.49 -4.41  0.351
H -10.91 -0.67 3.07  0.270
H -2.89 -3.15 -6.40  0.265
H -0.92 7.29 0.80  0.368
H 5.61 -11.95 2.02  0.375
O 1.92 0.99 8.47  -0.272
O -4.05 -6.06 7.41  -0.369
H -2.90 8.61 0.34  0.463
H -0.54 4.69 -9.60  0.440
H 10.18 -10.03 1.66  0.368
H -3.27 4.13 -14.37  0.258
C -2.99 -6.90 7.43  -0.471
H -3.75 -4.25 -3.28  0.371
H -10.98 1.19 0.50  0.445
H -2.40 5.37 -15.20  0.310
H 0.02 8.76 0.79  0.391
H -3.59 -4.72 8.87  0.310
H -1.05 2.26 -9.62  0.324
H -2.23 10.85 -0.11  0.308
H -4.39 -6.73 5.48  0.401
H -2.36 8.44 -3.30  0.350
C 0.18 3.97 -9.98  -0.760
H 0.13 2.73 -8.31  0.368
O -10.65 1.35 3.62  -0.312
H -2.77 10.61 3.04  0.318
H 0.64 0.31 13.27  0.287
C 8.50 -7.14 1.41  -0.437
H -3.64 -4.94 3.29  0.440
H -0.51 1.72 13.42  0.364
H 1.70 -6.57 -2.37  0.351
N -12.83 0.89 1.50  -0.197
H -0.28 7.47 -1.46  0.405
C -3.06 11.05 2.04  -0.592
F -2.15 -0.82 0.64  -0.333
H -13.09 0.66 2.51  0.423
H 1.69 -6.63 -4.16  0.415
H 1.97 -3.31 -4.34  0.229
O 7.81 -7.60 0.21  -0.352
C -14.07 3.19 1.96  -0.567
H 12.01 5.52 -3.46  0.395
H -3.27 -6.57 -2.68  0.335
H 9.86 6.62 -5.94  0.466
O 8.75 4.25 -3.97  -0.297
H 8.29 -8.68 3.41  0.261
H -3.70 7.33 -2.87  0.281
H 6.01 -7.14 0.94  0.308
H -1.22 -6.02 -1.96  0.405
H -14.20 4.97 4.47  0.307
H -5.73 -5.56 2.50  0.307
H 10.07 6.35 -4.19  0.326
C -2.60 -6.46 4.36  -0.509
H -3.76 -8.72 6.55  0.441
H -2.31 -5.66 5.04  0.344
H 8.23 2.45 -3.88  0.290
H 6.74 -5.99 -0.23  0.319
H -12.41 2.72 0.55  0.371
H 1.18 4.33 -9.78  0.375
H -0.10 5.98 -11.74  0.387
H -11.25 -0.47 0.73  0.340
H 9.48 -9.94 3.78  0.466
H 1.20 0.69 -8.31  0.314
H 0.78 -0.24 7.30  0.378
H -1.12 10.82 1.27  0.269
H -1.74 0.32 11.40  0.405
H -13.36 0.16 0.93  0.437
H 0.39 4.33 -14.25  0.356
H 0.58 3.08 -11.74  0.422
C -1.09 0.82 9.48  -0.532
H -7.88 3.13 1.68  -0.258
H -0.46 -6.77 -4.63  0.393
H 13.55 3.35 -4.94  0.297
H -4.16 10.83 1.93  0.384
C -9.76 2.11 4.16  -0.413
H 11.42 4.66 -6.15  0.357
H 0.64 -0.20 -9.83  0.278
H 2.90 -4.09 -2.90  0.240
H 1.41 5.40 -12.27  0.421
H 16.21 6.06 -4.39  0.217
C -0.23 5.08 -13.66  -0.476
F -1.63 -3.38 2.43  -0.378
C -0.86 8.32 0.40  -0.716
H 2.31 0.25 -9.53  0.263
C 7.55 -10.67 2.96  -0.610
C -3.65 13.25 2.84  -0.779
H -1.81 2.04 11.08  0.347
H 0.62 2.80 7.14  0.368
H 16.15 4.18 -4.06  0.312
C -13.31 2.32 1.07  -0.467
O 0.98 1.80 -10.03  -0.340
H -14.88 2.60 2.35  0.404
C 2.26 -4.24 -3.82  -0.683
C 5.40 -10.91 1.87  -0.803
H 0.31 2.24 9.29  0.425
C 9.76 -7.99 1.58  -0.858